*1*
Density functional theory data (the ωB97M-V functional and the def2-TZVPD basis) for 2 unconnected molecules or ions with the total composition C2H4O4.

Summary:
**E_LUMO**: 0.01758 Eh
**E_HOMO**: -0.385 Eh
**Kohn-Sham gap**: 10.9 eV

Geometry (Å):
O 1.0168 0.3494 0.3009
C 1.4215 1.0744 1.1507
O 0.6617 1.2643 2.2822
H 2.3325 1.6154 1.3772
H 0.2841 2.1462 2.3642
O -2.3515 -0.7562 -1.2751
C -1.4826 -1.4799 -1.6572
O -0.1807 -1.1053 -1.7845
H -1.6831 -2.5512 -1.7696
H -0.0187 -0.5571 -0.9889

*2*
Density functional theory data (the ωB97M-V functional and the def2-TZVPD basis) for a single C2H4O4 molecule.

Summary:
**E_LUMO**: 0.02849 Eh
**E_HOMO**: -0.407 Eh
**Kohn-Sham gap**: 11.9 eV

Geometry (Å):
C 0.9315 1.0205 0.8071
C -0.2273 0.1676 0.4277
O -1.3658 0.1899 0.7577
O 0.3716 -0.7752 -0.3764
O -0.5596 -1.7992 -0.8092
O -1.1000 -1.4691 -2.0328
H 0.7718 2.0960 0.8232
H 1.8245 0.6583 0.2685
H 1.0745 0.7488 1.9149
H -1.7211 -0.8376 -1.7808

Unit: kcal/mol. Relative energies: *1* 0.0; *2* 101.4.

*1*
Density functional theory data (the ωB97M-V functional and the def2-TZVPD basis) for 6 unconnected molecules or ions with the total composition CH14O5S2.

Summary:
**E_LUMO**: 0.00111 Eh
**E_HOMO**: -0.342 Eh
**Kohn-Sham gap**: 9.3 eV

Geometry (Å):
C -1.5153 -1.7766 0.5083
S -1.4110 -2.1172 -1.3051
S -1.4696 -0.4530 -2.3693
H -2.4960 -2.1265 0.8237
H -1.5457 -0.6913 0.5402
H -0.7286 -2.3051 1.0322
H -0.2572 0.0055 -2.7408
O 1.8968 -0.4744 -1.6210
H 2.3368 -0.2611 -0.7931
H 1.9353 -1.4276 -1.7104
O 3.5137 0.5664 1.6512
H 3.1108 1.0792 0.9529
H 2.9204 0.4836 2.4037
O 1.4917 3.1337 1.1689
H 1.6521 2.2042 1.3172
H 0.5930 3.3642 1.4223
O -1.1224 2.3089 1.0908
H -1.5406 1.5414 1.4084
H -0.9774 2.0334 0.1811
O 0.3062 0.1393 3.2647
H 0.0005 0.7133 2.5553
H -0.0244 0.5998 4.0451

*2*
Density functional theory data (the ωB97M-V functional and the def2-TZVPD basis) for 6 unconnected molecules or ions with the total composition CH14O5S2.

Summary:
**E_LUMO**: 0.00617 Eh
**E_HOMO**: -0.318 Eh
**Kohn-Sham gap**: 8.8 eV

Geometry (Å):
C 0.2720 2.0340 -1.0361
S -0.0712 1.5278 -2.7734
S 0.0163 -0.4587 -3.1253
H 0.3434 3.1174 -1.0871
H 1.1821 1.5402 -0.7295
H -0.6203 1.7302 -0.4970
H -1.0939 -0.8351 -2.4594
O -2.9211 -1.6992 0.1305
H -2.5676 -0.9001 0.5090
H -2.2365 -2.3100 0.4246
O -0.7139 -0.1173 2.1843
H -0.4407 0.4685 1.4821
H 0.1111 -0.2166 2.6615
O 0.4561 -3.0597 0.6089
H 0.9189 -3.0944 -0.2051
H -0.1945 -3.7432 0.7532
O 2.3356 -0.8749 -1.4501
H 2.6457 -1.0290 -0.5433
H 2.1882 0.0680 -1.3585
O 0.2644 2.2671 2.1568
H 0.6616 3.0423 1.7499
H -0.5355 2.5427 2.6039

Unit: kcal/mol. Relative energies: *1* 0.0; *2* 3.8.

*1*
Density functional theory data (the ωB97M-V functional and the def2-TZVPD basis) for a single C2H2N4O2 molecule.

Summary:
**E_LUMO**: -0.06554 Eh
**E_HOMO**: -0.360 Eh
**Kohn-Sham gap**: 8.0 eV

Geometry (Å):
H -1.7320 -1.1668 -1.5044
N -0.9336 -0.6565 -1.8157
C -0.0128 -0.5811 -0.8606
N 1.0564 0.4330 -0.9687
N 1.3905 1.0652 -0.0182
C 0.5287 1.2182 1.1293
O 0.6824 2.2925 1.7492
O -0.2629 0.1374 1.4212
N 0.1225 -1.1284 0.4082
H -0.8392 -1.6135 0.4597

*2*
Density functional theory data (the ωB97M-V functional and the def2-TZVPD basis) for a molecular structure, C2H2N4O2.

Summary:
**E_LUMO**: -0.06269 Eh
**E_HOMO**: -0.396 Eh
**Kohn-Sham gap**: 9.1 eV

Geometry (Å):
C 1.0822 -0.4384 0.0560
C -1.2232 -0.2724 -0.0851
H 2.7508 0.0696 0.2371
H -0.4073 -2.1320 -0.3324
N 2.2749 -1.0232 -0.2381
N 1.3131 0.8645 0.4027
N 0.3400 1.6115 -0.0612
N -0.2088 -1.0612 0.0563
O -1.0452 1.0494 -0.3226
O -2.3962 -0.6012 0.2167

*3*
Density functional theory data (the ωB97M-V functional and the def2-TZVPD basis) for a single C2H2N4O2 molecule.

Summary:
**E_LUMO**: -0.03284 Eh
**E_HOMO**: -0.379 Eh
**Kohn-Sham gap**: 9.4 eV

Geometry (Å):
H -2.9831 -0.0977 0.0531
N -2.3075 -0.8738 -0.0769
C -1.1618 -0.3776 -0.0309
N 0.0120 -1.0572 -0.0237
C 1.0297 -0.2991 -0.0108
O 2.2191 -0.8945 0.0895
N 1.1092 1.1092 -0.1489
N 0.1417 1.7631 -0.0401
O -1.0572 1.0212 0.1911
H 2.9978 -0.2938 -0.0024

*4*
Density functional theory data (the ωB97M-V functional and the def2-TZVPD basis) for a single C2H2N4O2 molecule.

Summary:
**E_LUMO**: -0.00365 Eh
**E_HOMO**: -0.418 Eh
**Kohn-Sham gap**: 11.3 eV

Geometry (Å):
O -1.8934 -1.1703 0.1259
C -1.3368 -0.1100 0.0208
O -1.8969 1.1034 -0.0837
N 0.0846 -0.0090 -0.0604
N 0.7744 1.1247 0.0558
C 2.0182 0.6495 0.0733
N 2.0516 -0.7014 -0.0223
N 0.8333 -1.1215 -0.1187
H -2.8719 0.9921 -0.0562
H 2.8977 1.2571 0.1726

Unit: kcal/mol. Relative energies: *1* 96.3; *2* 105.1; *3* 43.3; *4* 0.0.

*1*
Density functional theory data (the ωB97M-V functional and the def2-TZVPD basis) for a single C2H2N4O2 molecule.

Summary:
**E_LUMO**: -0.04513 Eh
**E_HOMO**: -0.399 Eh
**Kohn-Sham gap**: 9.6 eV

Geometry (Å):
H -1.8721 -1.7468 -0.1916
N -2.2478 -0.6961 -0.2706
C -1.5588 0.2542 -0.0426
N -0.2289 0.2000 0.8115
N 0.4440 1.3634 0.1147
N 1.6149 1.1877 -0.3430
C 2.0051 -0.1857 -0.1882
O 2.9728 -0.8059 0.1024
O 0.7352 -0.8340 0.0614
H -1.8643 1.2633 -0.0540

*2*
Density functional theory data (the ωB97M-V functional and the def2-TZVPD basis) for a single C2H2N4O2 molecule.

Summary:
**E_LUMO**: -0.02899 Eh
**E_HOMO**: -0.377 Eh
**Kohn-Sham gap**: 9.5 eV

Geometry (Å):
H 0.9795 2.5339 0.5494
N 1.4921 1.5583 0.3741
C 0.7699 0.6324 -0.1112
N -0.6965 1.0188 -0.6828
N -1.6825 0.3284 -0.2184
N -1.4352 -0.7666 0.5947
O -0.2547 -1.3771 -0.0215
C 0.9490 -0.8239 -0.2090
O 1.8682 -1.5175 -0.2096
H -1.9898 -1.5868 -0.0657

Unit: kcal/mol. Relative energies: *1* 0.0; *2* 5.2.

*1*
Density functional theory data (the ωB97M-V functional and the def2-TZVPD basis) for 3 unconnected molecules or ions with the total composition C2H2BrF2NO.

Summary:
**E_LUMO**: 0.00465 Eh
**E_HOMO**: -0.375 Eh
**Kohn-Sham gap**: 10.3 eV

Geometry (Å):
C -0.0369 0.7014 -1.8585
C 0.7968 -0.3313 1.6302
N 0.6241 0.1799 -2.6695
O -0.8674 1.2037 -1.2198
F 1.1334 -1.5925 1.8362
F 1.0787 0.2034 2.8656
Br -1.9331 -0.2569 1.6137
H -2.2248 0.3227 0.3547
H 1.4292 -0.4304 -2.5526

*2*
Density functional theory data (the ωB97M-V functional and the def2-TZVPD basis) for a single C2H2BrF2NO molecule.

Summary:
**E_LUMO**: 0.02699 Eh
**E_HOMO**: -0.392 Eh
**Kohn-Sham gap**: 11.4 eV

Geometry (Å):
N -0.1572 1.3460 -0.5855
C 0.8829 0.5680 -0.9880
O 1.8710 0.3419 -0.3601
C 0.5906 -0.2100 -2.2494
F -0.6475 -0.8024 -2.2621
F 0.4732 0.5876 -3.2947
Br 1.8800 -1.5823 -2.5408
H -1.0292 1.5379 -1.0436
H 0.0741 1.9433 0.1813

Unit: kcal/mol. Relative energies: *1* 61.8; *2* 0.0.

*1*
Density functional theory data (the ωB97M-V functional and the def2-TZVPD basis) for 2 unconnected molecules or ions with the total composition C4H10N3S.

Summary:
**Charge**: +1
**E_LUMO (spin up / spin down)**: -0.17025 / -0.17028 Eh
**E_HOMO (spin up / spin down)**: -0.492 / -0.492 Eh
**Kohn-Sham gap (spin up / spin down)**: 8.8 / 8.8 eV

Geometry (Å):
C 0.8951 1.4494 -0.3827
C -0.9745 0.2583 0.1254
C -0.1741 -0.7471 1.9790
C 0.9275 -0.9436 -1.3042
N -0.0062 2.2161 0.4555
N -1.0384 1.5918 0.6364
N 0.1374 0.2435 -0.9165
S -2.3068 -0.7114 -0.5551
H 1.4166 1.8975 -1.2687
H 1.6402 0.9839 0.1904
H -1.0922 -0.6601 2.4791
H 0.6532 -0.1219 2.5012
H 0.1944 -1.7220 1.5878
H 1.7112 -0.7446 -2.0218
H 1.2882 -1.4870 -0.3292
H 0.2709 -1.6739 -1.7150
H -0.3559 0.5434 -1.7719
H -3.1866 -0.3722 0.3104

*2*
Density functional theory data (the ωB97M-V functional and the def2-TZVPD basis) for 2 unconnected molecules or ions with the total composition C4H10N3S.

Summary:
**Charge**: +1
**E_LUMO**: -0.18462 Eh
**E_HOMO**: -0.407 Eh
**Kohn-Sham gap**: 6.0 eV

Geometry (Å):
C 1.8310 -0.4404 -1.8343
C 2.7795 0.0918 -0.7378
C 0.6333 0.0036 -0.0519
C 2.1544 0.9977 1.6064
N 0.6520 -0.4570 -1.3122
N -4.4155 0.5408 0.8181
N 1.8305 0.4058 0.2758
S -2.5496 0.6222 0.7217
H 2.0808 -0.9874 -2.7178
H 3.3648 -0.7355 -0.5570
H 3.4513 0.9569 -0.9853
H -0.1218 -0.1647 0.5783
H 2.5278 2.0495 1.5958
H 1.2305 0.7957 2.1547
H 2.9788 0.4041 1.9518
H -4.7254 1.4642 1.0215
H -4.8849 0.1634 0.0097
H -4.5591 -0.1955 1.6103

Unit: kcal/mol. Relative energies: *1* 51.5; *2* 0.0.